# 1
Here is an isolated ion of composition C5H9N and charge -1 from OMol25. Energies are from ωB97M-V/def2-TZVPD.

Output
* frontier orbital gap (spin up / spin down): 2.702 / 7.349 eV
* total charge: -1
* energy relative to the best compared isomer or geometry (same formula, charge and spin): 53.1 kcal per mole
* spin multiplicity: 2

```
15
C5H9N, DFT ωB97M-V/def2-TZVPD
C 2.54075 0.01128 1.67984
C 1.59944 -0.67170 0.95829
N 0.21834 -0.33170 0.77074
C -0.15997 0.14979 -0.51552
C -2.57581 0.57524 -1.51312
C -1.65408 -0.22965 -0.86306
H 2.55318 0.75207 2.52088
H 3.58474 -0.18974 1.47466
H 1.99507 -1.17457 0.10240
H -0.44107 -1.03893 1.14063
H 0.57126 -0.14890 -1.39086
H -0.25204 1.28354 -0.67094
H -3.59695 0.36261 -1.46483
H -2.28349 1.54227 -2.09502
H -2.09938 -0.89161 -0.13410
```

# 2
Here is the molecule C5H6N2O2 from OMol25. Energies are from ωB97M-V/def2-TZVPD.

Output
* frontier orbital gap: 9.546 eV
* SMILES: [H]/N=c1\ccon1OC=C
* energy relative to the best compared isomer or geometry (same formula, charge and spin): 121.1 kcal per mole

```
15
C5H6N2O2, DFT ωB97M-V/def2-TZVPD
C 0.10526 1.53186 2.68171
C 0.07812 0.77577 1.61225
C 1.34589 -0.25589 -1.67668
C 0.72855 -1.42339 -1.42102
C -0.41768 -1.08764 -0.55502
H 0.68374 1.28343 3.54710
H -0.52436 2.41471 2.71794
H 0.76657 -0.05386 1.57031
H 2.27593 -0.04926 -2.22519
H 0.99715 -2.40413 -1.78403
H -1.10952 -2.71493 0.10620
N -0.54236 0.33510 -0.60641
N -1.37416 -1.71960 0.02330
O -0.82412 0.96132 0.60672
O 0.73479 0.78508 -1.06898
```

# 3
Here is a 2-piece molecular cluster, CH6N2S overall from OMol25. Energies are from ωB97M-V/def2-TZVPD.

Output
* frontier orbital gap: 6.610 eV
* energy relative to the best compared isomer or geometry (same formula, charge and spin): 40.4 kcal per mole

```
10
CH6N2S, DFT ωB97M-V/def2-TZVPD
S -1.80916 -0.44656 0.79496
H -2.78595 0.39851 1.04932
N 0.31050 -0.42441 -1.24925
C 0.94116 -0.33356 -0.12412
N 1.13382 0.76677 0.62133
H -0.37329 0.33668 -1.37155
H -0.15461 -1.29383 -1.47787
H 1.28642 -1.27980 0.29737
H 0.49738 0.69780 1.42631
H 0.95373 1.57840 0.03350
```

Ordered maximum force results: 4.063, 1.833, 2.089; unit eV/Å.
Ordered electronic energy results: -6816.4312, -12352.3706, -14947.8363; unit eV.